Record 1
A structure of composition C4H14NO3 in a non-equilibrium geometry, computed with the ωB97M-V functional and the def2-TZVPD basis.

XYZ file:
```
22
Properties=species:S:1:pos:R:3:forces:R:3
C -1.169 -0.897 -0.758 1.2842 -2.5137 2.5618
O 0.157 -0.662 -0.475 2.4159 -0.8841 0.7029
C -1.955 0.286 -0.265 2.0372 0.6875 -2.6469
C -0.995 1.518 -0.388 -1.5946 -0.2509 -3.4152
C -0.495 2.174 0.860 1.7850 -1.3051 2.1153
N 0.952 1.841 1.151 -2.6291 -3.4071 1.9201
H -1.176 -1.194 -1.779 -1.1925 0.2327 -1.4684
H -1.338 -1.860 -0.181 -1.0712 0.6920 -0.5580
H -2.753 0.497 -0.947 -1.0165 -0.1521 0.0403
H -2.235 0.277 0.720 -1.0821 -0.7007 2.4703
H -0.188 1.205 -1.181 -1.1461 0.9688 2.0363
H -1.732 2.097 -0.995 0.9561 1.1539 0.6883
H -1.093 1.973 1.863 0.9062 -0.3268 -2.1022
H -0.502 3.217 0.873 -0.2959 1.9682 -0.6451
H 1.651 2.227 0.619 1.2714 1.8117 -1.9255
H 1.051 0.814 0.924 -0.2254 1.1523 0.4776
H 1.992 -2.224 1.388 1.7808 0.4555 -0.4806
H 2.949 -2.005 0.209 -0.4923 -0.2080 2.2826
O 2.947 -1.958 1.231 -1.0971 -0.2253 -1.3173
H 0.771 -1.737 -0.520 -0.0798 0.3441 -0.8149
H 1.769 -2.775 -1.599 0.4380 0.1787 -1.5979
O 1.393 -2.814 -0.748 -0.9523 0.3286 1.6764
```
Forces are in eV/Å.

Properties
Energy ... -12006.418 eV
Total charge ... -1
F_max ... 4.71 eV/A

List of natural (NBO) charges in e, atom by atom:
1. C -0.070
2. O -0.893
3. C -0.417
4. C -0.437
5. C -0.220
6. N -0.876
7. H 0.143
8. H 0.147
9. H 0.174
10. H 0.190
11. H 0.257
12. H 0.177
13. H 0.165
14. H 0.178
15. H 0.340
16. H 0.396
17. H 0.480
18. H 0.499
19. O -1.000
20. H 0.501
21. H 0.430
22. O -1.163



Record 2
A cluster of 2 separate species, C4H14NO3 in total in a non-equilibrium geometry, computed with the ωB97M-V functional and the def2-TZVPD basis.

XYZ file:
```
22
Properties=species:S:1:pos:R:3:forces:R:3
C -0.281 -1.622 -1.171 0.3073 -0.5677 0.3482
O 0.955 -2.071 -0.643 0.3512 0.6208 -0.0678
C -0.660 -0.237 -0.676 0.8062 -0.5840 -0.1635
C -0.913 -0.207 0.817 0.2924 0.8379 0.3786
C -1.639 1.077 1.272 0.8987 0.1469 -0.5365
O -1.264 2.169 0.395 -0.4291 -0.2903 -0.5559
N 0.507 0.663 -1.017 0.0294 -0.2511 0.7615
H -1.079 -2.286 -0.862 -0.3094 -0.2221 -0.3043
H -0.150 -1.655 -2.254 -0.3504 0.1307 -0.1112
H 0.844 -2.752 0.015 -0.2119 -0.2938 0.2214
H -1.493 0.074 -1.281 -0.4749 0.3998 -0.0513
H 0.039 -0.266 1.341 0.1713 -0.1457 -0.0937
H -1.478 -1.085 1.118 -0.1738 -0.0467 -0.0481
H -1.272 1.457 2.214 -0.3768 -0.6770 0.6910
H -2.689 0.823 1.275 -0.4481 0.6712 0.0247
H -2.031 2.689 0.133 0.0067 -0.0409 0.1638
H 0.880 0.407 -1.926 0.0128 0.4397 -0.2417
H 0.254 1.646 -0.892 -0.2945 0.0506 -0.3614
H 1.261 0.497 -0.327 0.2247 -0.3393 0.0349
H 3.215 0.823 1.175 0.0962 -0.1008 0.1187
H 2.843 -0.655 1.302 0.6846 -1.7063 0.7053
O 2.566 0.153 0.940 -0.8125 1.9682 -0.9129
```
Forces are in eV/Å.

Properties
Energy ... -12001.420 eV
Total charge ... +1
F_max ... 2.32 eV/A

List of natural (NBO) charges in e, atom by atom:
1. C -0.080
2. O -0.734
3. C -0.056
4. C -0.460
5. C -0.068
6. O -0.775
7. N -0.709
8. H 0.201
9. H 0.191
10. H 0.491
11. H 0.229
12. H 0.233
13. H 0.239
14. H 0.203
15. H 0.192
16. H 0.500
17. H 0.432
18. H 0.466
19. H 0.475
20. H 0.499
21. H 0.497
22. O -0.964



Record 3
A cluster of 3 separate species, C4H14NO3 in total in a non-equilibrium geometry, computed with the ωB97M-V functional and the def2-TZVPD basis.

XYZ file:
```
22
Properties=species:S:1:pos:R:3:forces:R:3
C 0.484 -1.467 0.903 -0.0577 0.6271 0.8466
C 0.197 0.042 1.049 -0.8615 0.1118 0.8783
C -1.282 0.239 1.538 1.1423 -1.5440 -1.7501
C -1.693 1.644 1.950 -0.7739 -1.4685 0.2984
O -0.968 2.564 1.983 0.1931 0.8818 0.0595
N 0.434 0.748 -0.253 -0.4778 0.3856 0.5321
H 0.678 -1.730 -0.131 -0.1954 -0.2561 -0.0082
H -0.314 -2.056 1.364 0.0205 -0.1124 -0.4895
H 1.352 -1.668 1.520 0.3236 -0.2178 -0.1791
H 0.761 0.499 1.849 0.8771 0.0602 -0.2065
H -1.541 -0.529 2.276 0.0157 0.6586 0.6702
H -1.919 -0.105 0.717 -0.6424 0.5244 -0.1653
H -2.780 1.647 2.244 0.0767 0.5936 0.0889
H -0.450 0.701 -0.772 0.3792 0.1149 -0.7149
H 1.171 0.285 -0.841 0.3529 -0.2700 -0.2343
H 0.752 1.723 -0.152 -0.3205 -0.2618 -0.0117
H 2.933 0.561 -2.270 0.3415 -0.3186 -0.2274
H 2.949 -0.989 -1.909 0.2911 0.1877 -0.2276
O 2.481 -0.154 -1.810 -0.6957 0.1714 0.5414
H -1.644 -0.242 -3.401 0.1011 0.4426 0.3222
H -0.675 -1.297 -3.084 0.3321 0.0988 0.3221
O -0.927 -0.416 -2.769 -0.4218 -0.4093 -0.3450
```
Forces are in eV/Å.

Properties
Energy ... -11987.710 eV
Multiplicity ... 2
Total charge ... +2
F_max ... 2.60 eV/A

List of natural (NBO) charges in e, atom by atom:
1. C -0.631
2. C -0.040
3. C -0.505
4. C 0.448
5. O -0.030
6. N -0.718
7. H 0.247
8. H 0.249
9. H 0.275
10. H 0.240
11. H 0.338
12. H 0.304
13. H 0.353
14. H 0.457
15. H 0.500
16. H 0.445
17. H 0.519
18. H 0.523
19. O -0.981
20. H 0.501
21. H 0.494
22. O -0.987



Record 4
A cluster of 2 separate species, C4H14NOS in total in a non-equilibrium geometry, computed with the ωB97M-V functional and the def2-TZVPD basis.

XYZ file:
```
21
Properties=species:S:1:pos:R:3:forces:R:3
C -0.979 -1.104 0.369 0.7833 1.3111 0.1128
C -0.104 -0.549 1.562 -2.0692 0.1645 -0.2543
C 0.581 0.790 1.192 -0.0775 -0.3281 1.3310
S 1.619 0.559 -0.238 0.2367 0.5458 -1.4098
C 3.301 0.971 0.369 -1.1520 -1.0190 0.4628
N -1.430 0.054 -0.524 0.2243 -0.5546 -1.6580
H -0.335 -1.796 -0.195 -0.7495 0.3824 -0.3755
H -1.935 -1.514 0.641 0.0794 -0.7975 0.5993
H 0.574 -1.375 1.865 -0.4080 0.8063 0.0957
H -0.919 -0.319 2.287 1.1641 -0.2856 0.3514
H 1.275 1.133 1.961 -0.2018 -0.3246 0.3406
H -0.191 1.596 1.198 0.6433 -0.4276 -0.6559
H 4.004 0.581 -0.358 0.0498 0.2516 -0.1713
H 3.295 0.281 1.215 0.8022 0.5268 0.2989
H 3.431 2.017 0.626 0.0415 -0.0795 -0.0860
H -2.095 0.747 -0.182 0.5555 0.0378 1.0614
H -0.563 0.514 -0.884 -0.9463 0.0152 -0.0121
H -2.018 -0.293 -1.355 1.2074 -0.1337 0.2196
H -2.223 -0.075 -3.558 -0.2273 -0.6886 -0.2286
H -2.735 -1.567 -3.134 0.2099 0.7076 -0.4289
O -2.553 -0.653 -2.856 -0.1659 -0.1103 0.4070
```
Forces are in eV/Å.

Properties
Energy ... -18741.138 eV
Total charge ... +1
F_max ... 2.09 eV/A

List of natural (NBO) charges in e, atom by atom:
1. C -0.215
2. C -0.419
3. C -0.585
4. S 0.126
5. C -0.691
6. N -0.742
7. H 0.238
8. H 0.222
9. H 0.247
10. H 0.220
11. H 0.261
12. H 0.220
13. H 0.252
14. H 0.224
15. H 0.237
16. H 0.430
17. H 0.440
18. H 0.474
19. H 0.514
20. H 0.519
21. O -0.971



Record 5
A cluster of 3 separate species, C4H14NOS in total in a non-equilibrium geometry, computed with the ωB97M-V functional and the def2-TZVPD basis.

XYZ file:
```
21
Properties=species:S:1:pos:R:3:forces:R:3
C 1.704 0.704 1.216 0.2610 -3.7826 0.9728
C 0.530 -0.142 0.535 -1.8140 4.9588 1.3058
C 0.251 0.268 -0.869 -0.1355 -1.1219 -2.1870
C -0.473 -0.843 -1.740 -1.2989 0.9317 1.1497
S 0.342 -2.423 -1.589 0.5439 -0.1068 -0.0904
N -0.642 -0.321 1.306 1.4111 -0.5470 -0.1891
H 1.480 1.642 1.722 -0.5538 -0.0769 -0.5357
H 1.914 -0.060 1.995 0.3578 1.0267 0.4334
H 2.641 0.693 0.660 -0.3418 0.3957 -0.4858
H 0.985 -1.243 0.456 2.3372 -3.3080 0.1541
H 1.195 0.440 -1.417 -0.2695 0.2593 0.5539
H -0.360 1.190 -0.912 0.2907 -0.5032 0.2006
H -1.531 -0.956 -1.500 0.0802 -0.0917 1.0646
H -0.650 -0.513 -2.740 1.1548 0.3069 -0.9860
H 1.647 -2.035 0.447 -1.9144 1.8928 -0.4231
H -1.296 0.460 1.382 -0.3717 -0.2601 -0.9629
H -0.371 -3.028 -2.522 -0.1880 -0.4294 -0.2876
H -0.559 -0.817 2.183 0.3808 0.2852 0.1852
H -2.957 2.614 0.731 0.0058 -0.0129 -0.0317
H -1.502 2.414 0.276 -0.3431 0.3235 0.0097
O -2.346 1.956 0.379 0.4073 -0.1401 0.1495
```
Forces are in eV/Å.

Properties
Energy ... -18736.478 eV
Total charge ... +1
F_max ... 5.44 eV/A

List of natural (NBO) charges in e, atom by atom:
1. C -0.636
2. C 0.258
3. C -0.475
4. C -0.536
5. S -0.040
6. N -0.780
7. H 0.266
8. H 0.217
9. H 0.244
10. H -0.033
11. H 0.244
12. H 0.274
13. H 0.237
14. H 0.250
15. H 0.454
16. H 0.455
17. H 0.186
18. H 0.399
19. H 0.501
20. H 0.467
21. O -0.951



Record 6
A cluster of 2 separate species, C4H14NOS in total in a non-equilibrium geometry, computed with the ωB97M-V functional and the def2-TZVPD basis.

XYZ file:
```
21
Properties=species:S:1:pos:R:3:forces:R:3
C -1.637 1.743 0.896 0.0061 -0.9120 -0.7500
C -0.406 1.107 0.266 0.6436 -1.1311 1.3253
C -0.616 0.450 -1.049 -0.5898 -0.4855 -2.2980
C 0.420 -0.546 -1.582 0.7310 -0.8303 0.9072
S 2.184 -0.093 -1.232 -0.8152 -0.5327 -0.3514
N 0.070 0.014 1.269 0.6190 0.2953 2.0584
H -2.356 0.933 1.086 -0.0832 0.3809 -0.2089
H -1.456 2.232 1.842 0.2385 0.3708 0.0482
H -2.021 2.422 0.137 -0.3217 0.2000 0.3369
H 0.456 1.781 0.214 -0.2321 -0.0730 0.0717
H -0.744 1.227 -1.815 0.3167 0.2021 0.2656
H -1.559 -0.086 -1.186 -0.2886 0.0440 0.7924
H 0.343 -1.544 -1.130 -0.1757 0.3008 0.5533
H 0.205 -0.849 -2.602 0.2909 0.7775 -0.4377
H 2.002 1.145 -1.644 0.2741 0.6792 -0.2072
H -0.582 -0.710 1.635 -0.6717 0.2998 -1.0622
H 0.954 -0.473 1.088 -0.0155 0.3084 -0.9702
H 0.298 0.500 2.144 -0.0333 0.2680 -0.1556
H -2.533 -2.567 1.835 -0.3690 0.1735 -0.0390
H -1.074 -2.799 2.058 0.5742 -0.7172 0.2352
O -1.694 -2.104 1.879 -0.0984 0.3815 -0.1139
```
Forces are in eV/Å.

Properties
Energy ... -18741.687 eV
Total charge ... +1
F_max ... 2.42 eV/A

List of natural (NBO) charges in e, atom by atom:
1. C -0.626
2. C -0.014
3. C -0.467
4. C -0.510
5. S -0.033
6. N -0.725
7. H 0.223
8. H 0.233
9. H 0.252
10. H 0.231
11. H 0.246
12. H 0.240
13. H 0.214
14. H 0.250
15. H 0.123
16. H 0.466
17. H 0.443
18. H 0.424
19. H 0.511
20. H 0.487
21. O -0.968